{
  "formula": "C5H5NO",
  "method": "ωB97M-V/def2-TZVPD",
  "max_force_ev_per_a": 1.05,
  "relative_energy_kcal_mol": 136.9,
  "spin_multiplicity": 1,
  "lumo_ev": -1.6,
  "e_tot_ev": -8797.483,
  "homo_energy_ev": -9.0,
  "gap_ev": 7.402,
  "symbols": ["O", "C", "C", "C", "C", "C", "N", "H", "H", "H", "H", "H"],
  "coordinates": [[1.650389, 0.241923, 0.011102], [0.944006, -0.620735, 0.891370], [-0.404038, -1.092353, 0.553653], [-0.829396, -0.979046, -0.740098], [-1.220935, -0.940268, -1.904813], [-0.803486, 2.131511, 0.771643], [-1.798973, 2.514585, 1.210841], [1.547970, -0.095635, -0.891774], [1.466648, -1.592732, 1.030492], [0.972000, -0.138407, 1.876834], [0.116488, 1.728502, 0.370700], [-1.776959, -1.061342, -2.813815]],
  "forces_ev_per_angstrom": [[-0.1, -0.1, -0.3], [-0.2, -0.1, 0.1], [0.2, 0.0, -0.2], [-0.1, 0.0, -0.2], [0.0, -0.1, 0.4], [-0.7, 0.2, 0.3], [0.9, -0.3, -0.4], [0.0, 0.1, 0.2], [0.0, 0.1, 0.0], [-0.1, -0.2, -0.1], [-0.1, 0.2, 0.0], [0.2, 0.1, 0.2]]
}

{
  "formula": "C5H5NO",
  "method": "ωB97M-V/def2-TZVPD",
  "max_force_ev_per_a": 7.92,
  "relative_energy_kcal_mol": 127.9,
  "spin_multiplicity": 1,
  "lumo_ev": -0.2,
  "e_tot_ev": -8797.873,
  "homo_energy_ev": -9.5,
  "gap_ev": 9.329,
  "symbols": ["C", "C", "C", "C", "C", "H", "H", "H", "H", "H", "N", "O"],
  "coordinates": [[0.973130, -0.843046, -0.139289], [-0.227366, -1.330131, -0.132356], [-1.474177, -0.503091, 0.057679], [-1.413046, 0.907751, 0.175161], [-1.156189, 2.089468, -0.178338], [2.622062, 0.324379, 0.702024], [1.002339, 1.139810, 0.722968], [1.734871, -1.754862, -0.167090], [-0.238902, -2.484922, -0.281082], [-0.877114, 3.127413, -0.672000], [1.643616, 0.367265, -0.079314], [-2.589223, -1.040035, -0.008364]],
  "forces_ev_per_angstrom": [[5.6, -2.6, 0.6], [-3.1, -1.1, 0.0], [-1.7, -3.5, -0.7], [1.9, 6.2, -1.7], [-0.3, -2.0, -0.1], [-3.7, -0.5, -3.5], [2.1, -2.8, -3.6], [-1.1, 2.2, -0.3], [-0.9, 2.5, 0.4], [-0.9, -2.8, 1.7], [0.8, 3.9, 6.9], [1.4, 0.7, 0.3]]
}

{
  "formula": "C5H5NO",
  "method": "ωB97M-V/def2-TZVPD",
  "max_force_ev_per_a": 1.42,
  "relative_energy_kcal_mol": 68.8,
  "spin_multiplicity": 1,
  "smiles": "N#C[C@@H]1C[C@@H]1C=O",
  "lumo_ev": 0.3,
  "e_tot_ev": -8800.437,
  "homo_energy_ev": -10.0,
  "gap_ev": 10.255,
  "symbols": ["O", "C", "C", "C", "C", "C", "N", "H", "H", "H", "H", "H"],
  "coordinates": [[0.039610, -1.323477, 1.678090], [-0.917304, -0.924837, 1.046574], [-0.825991, 0.250715, 0.184243], [0.837480, 0.717737, 0.486586], [0.250523, 0.537328, -0.826778], [0.703011, -0.490133, -1.732382], [1.031572, -1.298947, -2.488749], [-1.900557, -1.399506, 1.201208], [-1.777395, 0.789403, -0.035428], [1.610576, -0.005772, 0.794178], [0.910088, 1.661599, 0.992769], [0.038385, 1.485890, -1.300311]],
  "forces_ev_per_angstrom": [[-0.7, -1.0, 0.1], [0.5, -0.6, 0.2], [0.9, 0.1, 0.6], [-0.7, 0.5, 0.0], [0.2, 0.3, -0.6], [0.5, -0.7, -0.9], [-0.2, 0.6, 0.7], [-0.1, 0.1, -0.2], [1.1, 0.1, 0.9], [-1.3, 0.1, 0.2], [0.0, 0.5, -0.5], [-0.2, -0.1, -0.5]]
}

{
  "formula": "C5H5NO",
  "method": "ωB97M-V/def2-TZVPD",
  "max_force_ev_per_a": 1.07,
  "relative_energy_kcal_mol": 56.6,
  "spin_multiplicity": 1,
  "smiles": "C#C[C@@H](O)CC#N",
  "lumo_ev": 0.7,
  "e_tot_ev": -8800.966,
  "homo_energy_ev": -10.7,
  "gap_ev": 11.324,
  "symbols": ["O", "C", "C", "C", "N", "C", "C", "H", "H", "H", "H", "H"],
  "coordinates": [[0.156672, 1.078376, -1.714229], [-0.177202, 0.769912, -0.377782], [-1.105949, -0.483492, -0.338165], [-0.938348, -1.348596, 0.829561], [-0.786026, -2.053289, 1.732829], [1.007213, 0.592870, 0.471671], [1.954281, 0.374430, 1.180548], [0.912481, 0.529062, -1.964169], [-0.747301, 1.631442, -0.020719], [-2.152507, -0.171933, -0.396099], [-0.897834, -1.076646, -1.233217], [2.774522, 0.157861, 1.829771]],
  "forces_ev_per_angstrom": [[0.2, -0.1, -0.1], [-0.1, 0.0, 0.3], [-0.1, -0.1, -0.1], [0.1, -0.6, 0.8], [-0.2, 0.7, -0.8], [0.5, -0.1, 0.3], [-0.4, 0.1, -0.3], [-0.1, 0.1, 0.0], [0.1, -0.1, 0.0], [0.1, 0.0, 0.0], [0.0, 0.0, 0.1], [-0.1, 0.1, -0.1]]
}

{
  "formula": "C5H5NO",
  "method": "ωB97M-V/def2-TZVPD",
  "max_force_ev_per_a": 0.66,
  "relative_energy_kcal_mol": 77.0,
  "spin_multiplicity": 1,
  "smiles": "C#CC(=O)[C@H]1CN1",
  "lumo_ev": -0.1,
  "e_tot_ev": -8800.079,
  "homo_energy_ev": -10.0,
  "gap_ev": 9.960,
  "symbols": ["O", "C", "C", "C", "C", "C", "N", "H", "H", "H", "H", "H"],
  "coordinates": [[-1.382465, -2.030011, 0.039562], [-0.835762, -0.951492, -0.024081], [-1.531374, 0.280653, 0.356285], [-2.102828, 1.328763, 0.528303], [0.571199, -0.786173, -0.545620], [1.297525, 0.495033, -0.374296], [1.689589, -0.674579, 0.395486], [-2.622166, 2.256286, 0.661124], [0.776421, -1.429987, -1.396665], [0.774883, 1.299342, 0.137994], [2.001132, 0.820022, -1.134315], [1.363846, -0.607858, 1.356222]],
  "forces_ev_per_angstrom": [[0.3, 0.4, -0.1], [0.0, -0.2, 0.0], [-0.3, 0.6, 0.1], [0.2, -0.4, -0.1], [-0.1, -0.1, -0.2], [0.0, 0.2, -0.2], [0.0, -0.1, 0.3], [0.1, -0.3, 0.0], [0.0, 0.1, 0.1], [0.1, -0.1, -0.1], [0.0, -0.1, 0.1], [0.0, 0.0, -0.1]]
}

{
  "formula": "C5H5NO",
  "method": "ωB97M-V/def2-TZVPD",
  "max_force_ev_per_a": 1.36,
  "relative_energy_kcal_mol": 69.4,
  "spin_multiplicity": 1,
  "smiles": "N#C[C@H]1O[C@H]2C[C@H]21",
  "lumo_ev": 0.9,
  "e_tot_ev": -8800.407,
  "homo_energy_ev": -9.5,
  "gap_ev": 10.384,
  "symbols": ["N", "C", "C", "O", "C", "C", "C", "H", "H", "H", "H", "H"],
  "coordinates": [[2.647018, 1.302144, 0.462792], [1.903441, 0.435542, 0.280015], [0.911169, -0.650036, 0.173267], [0.079387, -0.568716, 1.354823], [-1.062744, -0.261174, 0.586633], [-0.936144, 0.799364, -0.436409], [-0.255732, -0.475046, -0.782041], [1.410039, -1.618554, 0.092977], [-2.005102, -0.448258, 1.116901], [-1.874833, 0.917448, -0.971640], [-0.381364, 1.711667, -0.260326], [-0.435132, -1.144384, -1.616990]],
  "forces_ev_per_angstrom": [[-0.7, -0.8, -0.3], [0.8, 0.7, -0.1], [0.1, -0.1, 0.5], [0.6, 0.5, 0.2], [-0.3, -0.5, -0.6], [0.0, 0.6, 0.1], [-0.9, -0.6, 0.8], [-0.1, 0.1, 0.1], [0.3, -0.5, -0.8], [0.1, 0.2, 0.1], [0.1, 0.1, -0.1], [0.0, 0.4, 0.0]]
}

{
  "formula": "C5H5NO2",
  "method": "ωB97M-V/def2-TZVPD",
  "max_force_ev_per_a": 4.44,
  "relative_energy_kcal_mol": 72.3,
  "spin_multiplicity": 1,
  "smiles": "c1coc([C@@H]2CO2)n1",
  "lumo_ev": 1.0,
  "e_tot_ev": -10848.178,
  "homo_energy_ev": -9.5,
  "gap_ev": 10.414,
  "symbols": ["C", "C", "C", "C", "C", "N", "O", "O", "H", "H", "H", "H", "H"],
  "coordinates": [[0.812660, 1.046043, 1.973333], [-0.257226, 1.659922, 1.376258], [0.461468, 0.076826, 0.112086], [-0.916701, -1.313118, -1.702104], [0.482276, -0.810284, -1.074276], [1.242686, 0.021560, 1.147654], [-0.483083, 1.036201, 0.184912], [-0.032878, -2.090581, -1.011157], [1.274384, 1.268984, 2.873903], [-0.883959, 2.313542, 1.902836], [-1.966765, -1.195967, -1.273389], [-1.029750, -1.462509, -2.847246], [1.296889, -0.550618, -1.662810]],
  "forces_ev_per_angstrom": [[-1.5, -0.2, -2.5], [2.2, -1.6, 1.1], [-0.1, -0.7, 1.0], [-0.2, 1.6, -1.4], [-4.3, 1.1, -0.1], [0.1, 0.2, -0.6], [-0.5, 0.5, 0.4], [1.0, -2.3, 0.8], [0.7, 0.3, 1.5], [-1.2, 1.1, -0.5], [1.7, 0.3, 0.0], [0.8, 0.2, 1.9], [1.4, -0.4, -1.6]]
}

{
  "formula": "C5H5NO2",
  "method": "ωB97M-V/def2-TZVPD",
  "max_force_ev_per_a": 6.89,
  "relative_energy_kcal_mol": 168.0,
  "spin_multiplicity": 1,
  "lumo_ev": 0.8,
  "e_tot_ev": -10844.031,
  "homo_energy_ev": -9.2,
  "gap_ev": 10.006,
  "symbols": ["C", "C", "C", "C", "C", "H", "H", "H", "H", "H", "N", "O", "O"],
  "coordinates": [[1.648986, -1.003968, 1.006575], [1.771791, 0.378364, 0.988147], [-0.290546, 0.944126, -0.120237], [-1.598128, 0.495698, -0.092062], [-1.849302, -0.124356, -1.253570], [0.192814, -1.109725, 0.502935], [2.533410, -1.832992, 1.164752], [2.636610, 1.200768, 1.268305], [-2.354353, 0.601663, 0.803332], [-2.797631, -0.709371, -1.626675], [-0.745649, -0.389816, -1.981587], [0.665619, 1.263715, 0.659919], [0.186378, 0.285895, -1.319834]],
  "forces_ev_per_angstrom": [[-2.0, 2.4, -1.5], [1.3, -0.6, 0.7], [-1.1, -5.1, -3.8], [-1.3, 3.0, 5.4], [-1.7, -4.8, -4.7], [4.7, -0.7, 1.8], [-2.8, 2.4, -0.4], [-2.1, -2.9, -0.7], [1.8, 0.0, -2.1], [1.8, 1.6, 1.1], [-2.3, 1.5, 1.3], [1.9, 1.2, 1.9], [1.9, 1.9, 1.1]]
}

Please write out number 6 again, unchanged.
{
  "formula": "C5H5NO",
  "method": "ωB97M-V/def2-TZVPD",
  "max_force_ev_per_a": 1.36,
  "relative_energy_kcal_mol": 69.4,
  "spin_multiplicity": 1,
  "smiles": "N#C[C@H]1O[C@H]2C[C@H]21",
  "lumo_ev": 0.9,
  "e_tot_ev": -8800.407,
  "homo_energy_ev": -9.5,
  "gap_ev": 10.384,
  "symbols": ["N", "C", "C", "O", "C", "C", "C", "H", "H", "H", "H", "H"],
  "coordinates": [[2.647018, 1.302144, 0.462792], [1.903441, 0.435542, 0.280015], [0.911169, -0.650036, 0.173267], [0.079387, -0.568716, 1.354823], [-1.062744, -0.261174, 0.586633], [-0.936144, 0.799364, -0.436409], [-0.255732, -0.475046, -0.782041], [1.410039, -1.618554, 0.092977], [-2.005102, -0.448258, 1.116901], [-1.874833, 0.917448, -0.971640], [-0.381364, 1.711667, -0.260326], [-0.435132, -1.144384, -1.616990]],
  "forces_ev_per_angstrom": [[-0.7, -0.8, -0.3], [0.8, 0.7, -0.1], [0.1, -0.1, 0.5], [0.6, 0.5, 0.2], [-0.3, -0.5, -0.6], [0.0, 0.6, 0.1], [-0.9, -0.6, 0.8], [-0.1, 0.1, 0.1], [0.3, -0.5, -0.8], [0.1, 0.2, 0.1], [0.1, 0.1, -0.1], [0.0, 0.4, 0.0]]
}

What did the fourth record say?
{
  "formula": "C5H5NO",
  "method": "ωB97M-V/def2-TZVPD",
  "max_force_ev_per_a": 1.07,
  "relative_energy_kcal_mol": 56.6,
  "spin_multiplicity": 1,
  "smiles": "C#C[C@@H](O)CC#N",
  "lumo_ev": 0.7,
  "e_tot_ev": -8800.966,
  "homo_energy_ev": -10.7,
  "gap_ev": 11.324,
  "symbols": ["O", "C", "C", "C", "N", "C", "C", "H", "H", "H", "H", "H"],
  "coordinates": [[0.156672, 1.078376, -1.714229], [-0.177202, 0.769912, -0.377782], [-1.105949, -0.483492, -0.338165], [-0.938348, -1.348596, 0.829561], [-0.786026, -2.053289, 1.732829], [1.007213, 0.592870, 0.471671], [1.954281, 0.374430, 1.180548], [0.912481, 0.529062, -1.964169], [-0.747301, 1.631442, -0.020719], [-2.152507, -0.171933, -0.396099], [-0.897834, -1.076646, -1.233217], [2.774522, 0.157861, 1.829771]],
  "forces_ev_per_angstrom": [[0.2, -0.1, -0.1], [-0.1, 0.0, 0.3], [-0.1, -0.1, -0.1], [0.1, -0.6, 0.8], [-0.2, 0.7, -0.8], [0.5, -0.1, 0.3], [-0.4, 0.1, -0.3], [-0.1, 0.1, 0.0], [0.1, -0.1, 0.0], [0.1, 0.0, 0.0], [0.0, 0.0, 0.1], [-0.1, 0.1, -0.1]]
}